(1)
Below is 14 unconnected molecules or ions with the total composition C36H104N4O14 at a distorted geometry, with properties calculated with ωB97M-V/def2-TZVPD.

Structure (XYZ):
```
158
Properties=species:S:1:pos:R:3:forces:R:3
C 6.883 -1.238 -20.140 1.028 -0.593 -0.320
C 7.245 -2.485 -19.340 2.115 1.696 2.002
C 7.460 -2.206 -17.804 -0.036 2.104 -2.095
O 6.195 -1.786 -17.270 1.265 -1.612 1.087
C 6.013 -2.294 -15.950 -1.192 -0.127 -0.240
N 6.275 -3.425 -19.565 -2.498 -2.341 0.194
H 7.723 -0.556 -20.008 -0.360 0.509 -0.387
H 5.911 -0.793 -19.931 0.181 -0.035 0.688
H 6.776 -1.588 -21.167 0.387 0.292 -0.210
H 8.210 -2.952 -19.537 0.359 0.551 -1.092
H 8.128 -1.348 -17.735 0.176 0.343 0.023
H 8.092 -2.995 -17.398 -1.108 -0.688 0.811
H 6.158 -3.371 -15.867 0.379 -0.179 -0.326
H 4.946 -2.172 -15.758 0.055 0.350 0.365
H 6.614 -1.819 -15.175 0.098 0.329 -0.156
H 5.525 -3.090 -18.978 -1.001 -0.098 -0.197
H 6.520 -4.287 -19.099 0.154 -0.512 -0.146
C 12.714 -3.843 -12.140 0.278 -1.969 -0.809
C 12.988 -5.049 -11.238 0.473 -0.015 1.580
C 14.451 -5.754 -11.337 -2.663 0.835 -0.910
O 14.418 -6.418 -12.589 1.271 -0.227 -0.664
C 15.663 -7.090 -12.836 0.154 0.295 0.341
N 12.799 -4.592 -9.874 0.427 0.231 1.944
H 11.658 -3.591 -12.039 0.127 0.382 0.182
H 12.803 -4.301 -13.125 0.170 0.685 -0.502
H 13.394 -3.002 -12.005 -0.120 -0.118 0.090
H 12.147 -5.743 -11.260 0.481 -0.779 -1.708
H 14.689 -6.485 -10.565 -0.472 0.058 0.451
H 15.187 -4.953 -11.268 0.252 0.110 -0.276
H 15.904 -7.328 -13.873 -0.946 0.163 -0.252
H 15.714 -8.026 -12.279 -0.021 -0.069 0.214
H 16.501 -6.457 -12.545 0.079 0.117 0.348
H 11.925 -4.099 -9.762 -0.058 0.658 -0.500
H 12.562 -5.406 -9.326 0.567 -0.364 0.478
C 19.979 -0.748 -13.930 -0.137 0.393 0.346
C 20.175 0.782 -13.841 -0.534 -0.846 0.119
C 20.661 1.123 -12.436 -1.366 -0.247 0.479
O 20.720 2.499 -12.198 -0.310 0.480 -0.436
C 21.309 2.855 -10.976 1.112 0.634 -0.393
N 21.070 1.137 -14.907 0.636 0.086 0.220
H 19.696 -1.093 -14.925 -0.370 0.367 0.046
H 19.244 -1.029 -13.176 -0.034 -0.383 -0.163
H 20.909 -1.285 -13.740 0.202 0.099 0.338
H 19.204 1.257 -13.986 -0.069 0.159 0.031
H 21.578 0.624 -12.123 0.362 -0.170 -0.329
H 19.848 0.756 -11.809 0.023 -0.477 0.533
H 21.154 2.200 -10.118 -0.589 -0.200 -0.121
H 21.035 3.885 -10.749 -0.331 -0.165 0.112
H 22.385 2.888 -11.144 0.392 -0.096 0.220
H 21.842 0.568 -14.592 1.008 -0.076 -0.860
H 21.393 2.081 -14.750 0.003 0.443 -0.142
C 13.199 6.004 -14.313 0.102 0.106 1.373
C 12.736 6.015 -12.814 -0.269 0.503 -0.071
C 13.693 6.905 -11.911 0.850 -2.286 -1.057
O 13.650 6.553 -10.532 -0.517 0.776 0.808
C 14.643 7.292 -9.814 0.564 0.615 -0.943
N 11.435 6.599 -12.671 -1.881 1.354 0.408
H 13.609 6.984 -14.555 0.229 -0.109 -0.161
H 12.428 5.786 -15.052 -0.313 -0.030 0.394
H 13.937 5.204 -14.375 0.307 0.304 -0.305
H 12.652 4.982 -12.478 0.888 -0.196 0.319
H 13.592 7.960 -12.169 -0.590 0.176 0.427
H 14.708 6.639 -12.205 0.379 0.023 -0.437
H 15.607 7.114 -10.290 0.300 -0.197 -0.021
H 14.796 7.145 -8.744 -0.851 -0.932 -0.092
H 14.507 8.370 -9.900 -0.420 0.221 -0.211
H 10.618 6.239 -13.143 0.593 -0.533 -0.927
H 11.084 6.577 -11.724 0.626 0.202 0.499
C 12.550 -5.786 -0.826 -0.221 -1.025 0.332
C 11.322 -6.465 -0.104 1.899 0.580 -1.451
O 10.350 -6.830 -1.077 -0.200 0.320 0.498
H 12.604 -4.702 -0.734 -0.118 -0.149 -0.018
H 12.646 -6.086 -1.869 -0.698 0.194 -0.188
H 13.462 -6.248 -0.446 0.122 0.395 0.548
H 10.943 -5.760 0.637 -0.217 -0.224 0.152
H 11.707 -7.384 0.337 -0.135 0.078 0.485
H 9.630 -7.157 -0.533 -0.437 -0.177 -0.370
C 22.119 -9.316 -20.560 -0.003 0.010 1.066
C 20.849 -9.058 -19.682 0.243 -1.651 -0.362
O 20.463 -7.744 -19.478 -0.104 1.368 -0.396
H 22.976 -8.880 -20.046 0.024 0.437 -0.204
H 22.107 -9.002 -21.604 -0.401 0.410 0.171
H 22.400 -10.368 -20.596 -0.491 -0.285 0.163
H 20.954 -9.444 -18.668 0.669 -0.352 -0.079
H 19.993 -9.612 -20.066 -0.013 -0.244 -0.355
H 19.815 -7.527 -20.152 0.061 0.316 -0.006
C 22.039 -5.517 -8.391 -0.158 0.267 -0.247
C 21.587 -6.589 -7.372 -0.414 0.694 -0.980
O 21.937 -7.884 -7.791 1.128 -0.598 -0.476
H 21.643 -4.531 -8.147 -0.394 -0.088 0.427
H 21.666 -5.700 -9.399 -0.166 -0.418 0.062
H 23.094 -5.283 -8.532 0.304 -0.749 0.471
H 20.497 -6.620 -7.402 -0.225 0.775 0.520
H 21.966 -6.351 -6.378 -0.040 -0.026 0.126
H 21.512 -8.544 -7.238 -0.036 0.142 0.093
C 6.076 -6.114 -7.292 1.042 0.382 0.561
C 5.754 -4.888 -6.405 -0.421 -2.245 -0.144
O 4.456 -5.316 -5.902 0.415 1.546 -0.146
H 7.125 -6.155 -7.585 0.006 0.378 -0.468
H 5.403 -6.146 -8.148 0.171 0.076 0.017
H 5.973 -7.042 -6.729 -0.425 0.158 0.208
H 5.811 -3.962 -6.976 -0.712 0.092 -0.150
H 6.400 -4.738 -5.540 0.393 -0.343 -0.085
H 4.170 -4.593 -5.338 -0.464 -0.047 0.209
C 22.600 -12.182 -12.729 0.531 1.204 -0.171
C 23.658 -11.009 -12.809 -3.425 -0.847 1.785
O 24.533 -11.278 -13.771 2.533 -1.043 -2.852
H 22.034 -12.372 -13.640 0.601 0.084 -0.478
H 21.798 -11.836 -12.077 0.280 -0.395 0.702
H 23.128 -13.087 -12.426 -0.421 -0.045 0.237
H 24.125 -10.980 -11.825 -0.048 0.437 0.250
H 23.078 -10.115 -13.037 0.070 0.492 0.361
H 25.292 -10.690 -13.788 -0.124 0.115 0.166
C 10.515 -11.164 -7.497 0.568 -1.406 0.008
C 11.425 -10.849 -6.336 -2.114 1.073 1.246
O 11.311 -9.435 -6.142 1.235 0.810 -0.166
H 9.497 -10.791 -7.379 0.241 0.254 0.199
H 10.448 -12.252 -7.468 -0.179 -0.271 -0.649
H 10.930 -10.836 -8.450 -0.054 -0.006 0.041
H 12.432 -11.266 -6.348 0.195 0.561 -0.560
H 10.988 -11.223 -5.410 -0.044 -0.871 -0.084
H 10.790 -9.250 -5.358 0.154 -0.126 -0.036
C 14.351 -6.028 -21.113 -0.252 0.409 -0.782
C 14.905 -6.831 -22.274 0.376 -0.702 1.383
O 16.244 -6.390 -22.596 -1.230 -0.492 -0.111
H 14.959 -6.084 -20.210 0.343 0.094 -0.301
H 13.385 -6.441 -20.821 -0.186 0.159 -0.199
H 14.245 -5.003 -21.470 -0.146 0.196 0.530
H 14.252 -6.908 -23.144 -0.038 0.711 -0.143
H 14.889 -7.845 -21.873 0.623 -0.522 -0.234
H 16.416 -6.856 -23.418 0.523 0.136 -0.138
C 11.007 1.330 -4.049 -0.560 -0.169 1.112
C 11.081 1.720 -5.466 1.332 -0.405 -1.116
O 11.017 3.122 -5.567 -0.380 0.521 0.041
H 11.659 1.941 -3.425 -0.197 0.222 -0.045
H 11.305 0.300 -3.852 -0.189 -0.118 -0.308
H 9.956 1.458 -3.792 0.108 -0.006 0.760
H 10.307 1.209 -6.038 -0.235 0.111 -0.161
H 12.040 1.394 -5.868 0.181 -0.164 -0.251
H 11.298 3.386 -6.446 -0.057 0.010 -0.035
C 8.465 -9.903 -15.574 0.336 -1.709 0.301
C 6.991 -10.021 -15.748 -1.306 0.516 -1.204
O 6.643 -9.191 -16.867 -0.307 0.539 -0.114
H 8.752 -10.728 -14.922 0.262 0.313 0.706
H 8.802 -8.938 -15.196 -0.070 -0.158 -0.146
H 8.968 -10.220 -16.488 -0.032 0.661 -0.278
H 6.395 -9.744 -14.878 0.246 0.338 0.300
H 6.563 -10.975 -16.056 0.916 -0.764 0.522
H 5.936 -9.642 -17.334 -0.043 0.274 -0.088
C 15.964 -14.645 -10.962 0.531 -0.528 2.045
C 15.017 -14.609 -12.060 -0.584 1.214 -1.364
O 14.709 -15.905 -12.475 0.024 -1.124 -0.371
H 16.914 -15.117 -11.212 -0.159 -0.206 -0.031
H 15.408 -15.213 -10.216 0.663 -0.357 0.519
H 16.197 -13.692 -10.488 -0.200 0.228 -0.369
H 15.469 -14.052 -12.880 -0.338 0.325 -0.359
H 14.071 -14.174 -11.737 0.079 0.704 -0.002
H 14.051 -15.815 -13.169 -0.015 -0.254 -0.068
```
Positions in Å, forces in eV/Å.

Properties
Orbital gap ... 9.27 eV
Energy ... -2705.97001 hartree

Löwdin population analysis, charges in e, atoms 1 to 6: atom 1 (C): -0.05, atom 2 (C): -0.50, atom 3 (C): -0.19, atom 4 (O): -0.19, atom 5 (C): -0.11, atom 6 (N): 0.03

---

(2)
Below is a molecular structure, C2H4N2O2S at a distorted geometry, with properties calculated with ωB97M-V/def2-TZVPD.

Structure (XYZ):
```
11
Properties=species:S:1:pos:R:3:forces:R:3
C -0.601 0.982 0.163 1.546 -0.600 0.238
C 2.062 -0.342 0.472 3.244 -2.601 -2.184
H -2.343 -1.726 -0.482 -0.823 0.778 0.714
H -1.049 1.525 1.073 -0.074 -0.808 -1.809
H 1.348 -0.147 -1.300 -0.170 2.095 1.199
H 2.080 0.011 1.449 -0.201 0.334 2.235
N -0.868 -0.114 -0.466 -2.361 2.710 2.584
N 1.545 0.468 -0.437 -1.160 0.768 -2.740
O 0.657 1.544 -0.037 0.295 -2.234 -0.275
O 2.729 -1.303 0.020 -1.706 1.408 1.647
S -2.539 -0.494 0.120 1.410 -1.850 -1.608
```
Positions in Å, forces in eV/Å.

Properties
Orbital gap ... 9.94 eV
Energy ... -736.65670 hartree

Löwdin population analysis, charges in e, atoms 1 to 6: atom 1 (C): -0.38, atom 2 (C): -0.33, atom 3 (H): -0.12, atom 4 (H): 0.15, atom 5 (H): 0.19, atom 6 (H): 0.12

---

(3)
Below is 2 unconnected molecules or ions with the total composition C5H8O2 at a distorted geometry, with properties calculated with ωB97M-V/def2-TZVPD.

Structure (XYZ):
```
15
Properties=species:S:1:pos:R:3:forces:R:3
O -0.602 -1.566 -1.871 -0.322 0.468 0.141
C -0.613 -1.344 -0.482 0.339 -0.820 0.713
C 0.803 -1.177 0.103 0.139 -0.667 0.010
C 0.415 0.257 0.440 -1.053 -0.352 -1.940
C -0.879 0.106 -0.019 0.298 -0.041 0.030
C -0.098 1.213 -0.594 0.643 0.740 0.013
H -1.465 -1.287 -2.214 0.206 -0.123 0.019
H -1.242 -2.070 0.044 0.038 0.050 -0.148
H 1.035 -1.788 0.975 0.048 0.040 -0.114
H 1.609 -1.249 -0.633 -0.106 0.048 0.107
H -0.350 2.207 -0.247 0.047 -0.052 -0.014
H 0.315 1.172 -1.601 -0.132 -0.007 -0.017
O 0.376 1.825 2.250 -0.034 0.098 2.756
H 0.952 2.550 1.950 -1.257 -1.245 -0.982
H -0.256 1.150 1.898 1.146 1.863 -0.573
```
Positions in Å, forces in eV/Å.

Properties
Orbital gap ... 8.66 eV
SMILES string ... O[C@H]1CC2=C1C2.O
Energy ... -345.56161 hartree

Löwdin population analysis, charges in e, atoms 1 to 6: atom 1 (O): -0.01, atom 2 (C): -0.34, atom 3 (C): -0.06, atom 4 (C): -0.15, atom 5 (C): -0.07, atom 6 (C): -0.05

---

(4)
Below is 2 unconnected molecules or ions with the total composition C4H12O at a distorted geometry, with properties calculated with ωB97M-V/def2-TZVPD.

Structure (XYZ):
```
17
Properties=species:S:1:pos:R:3:forces:R:3
C 0.999 -0.874 -0.852 1.230 0.803 0.378
C 2.219 -0.017 -1.266 -0.350 -0.995 -0.931
C 2.290 0.271 -2.807 1.395 -1.180 1.438
H 0.974 -0.843 0.241 -0.677 0.279 -0.072
H 1.137 -1.938 -1.046 -0.216 0.109 -0.698
H 0.168 -0.392 -1.362 -0.634 -0.585 0.406
H 3.098 -0.596 -0.989 0.264 0.478 0.299
H 2.169 0.938 -0.760 0.203 0.015 0.387
H 3.230 -0.166 -3.146 0.170 0.128 -0.169
H 1.560 -0.339 -3.337 -0.543 0.945 -0.257
H 2.424 1.342 -2.922 -0.845 0.005 -0.779
C -3.310 0.318 3.402 -0.184 -0.493 -0.876
O -3.450 1.293 2.377 -0.329 -0.218 -0.533
H -4.162 -0.373 3.455 -0.241 0.439 0.189
H -2.480 -0.356 3.153 0.346 0.382 0.582
H -3.213 0.892 4.317 0.283 -0.382 0.192
H -3.655 0.840 1.543 0.128 0.271 0.442
```
Positions in Å, forces in eV/Å.

Properties
Orbital gap ... 11.13 eV
SMILES string ... CCC.CO
Energy ... -234.78989 hartree

Löwdin population analysis, charges in e, atoms 1 to 6: atom 1 (C): -0.13, atom 2 (C): -0.31, atom 3 (C): -0.11, atom 4 (H): 0.06, atom 5 (H): 0.07, atom 6 (H): 0.07

---

Computed M, in the same sequence as the records: 817.242, 120.133, 100.117, 76.139 g/mol.